[1]
The following is a DFT calculation (ωB97M-V/def2-TZVPD) of C6H4O in the gas phase.

ORCA input file:
```
! wB97M-V def2-TZVPD RIJCOSX def2/J DEFGRID3
* xyz 0 1
H 2.5866 -0.9274 0.6290
C 1.7007 -0.4973 0.1875
C -0.4639 -0.2242 -0.3183
H 0.5461 -2.2568 -0.3889
C -1.8955 -0.0659 -0.1891
O 0.1602 1.0400 -0.2081
C 1.4502 0.8262 0.1232
C 0.5103 -1.1873 -0.1856
H 2.1639 1.6262 0.3235
H -3.8262 1.1358 0.0143
C -2.9326 0.5307 0.0126
*
```

## Properties
LUMO: 0.9 eV
Frontier orbital gap: 9.46 eV
HOMO: -8.540 eV

These are the Löwdin partial charges, in e, on atoms 1 to 4:
1. H 0.104
2. C -0.087
3. C -0.251
4. H 0.116

***

[2]
The following is a DFT calculation (ωB97M-V/def2-TZVPD) of C6H4O in the gas phase.

ORCA input file:
```
! wB97M-V def2-TZVPD RIJCOSX def2/J DEFGRID3
* xyz 0 1
C -0.4797 1.0562 0.5188
C 2.4765 -0.1146 -0.3672
H -0.4294 2.1362 0.5862
O 0.0252 -1.1230 0.7902
C 1.7334 0.2298 0.5906
C -0.8417 -1.0067 -0.2050
C -1.2527 0.2966 -0.3725
H 1.4282 -0.3920 -0.8566
C 0.4230 0.1821 1.1193
H -1.9469 0.6610 -1.1141
H -1.1360 -1.9255 -0.6898
*
```

## Properties
LUMO: -0.2 eV
Frontier orbital gap: 8.85 eV
HOMO: -9.054 eV

These are the Löwdin partial charges, in e, on atoms 1 to 4:
1. C -0.005
2. C 0.007
3. H 0.128
4. O 0.006

***

[3]
The following is a DFT calculation (ωB97M-V/def2-TZVPD) of 25 unconnected molecules or ions with the total composition C6H57Cl2N4O24.

ORCA input file:
```
! wB97M-V def2-TZVPD RIJCOSX def2/J DEFGRID3
* xyz 1 1
O 0.9098 -2.7770 -0.2631
O 1.0851 -3.7827 -3.8423
O -0.2147 -2.2316 3.6955
O -2.5580 -2.3215 8.1400
H 1.9390 -5.7616 -0.7844
C -1.4148 3.1930 -0.1317
H 4.0187 -0.5175 0.7765
H -0.5245 -4.8400 6.7274
H 0.1375 -2.0759 2.8150
H 3.6027 6.6625 -0.3804
H 0.7127 -3.5595 0.2654
H 5.1082 -3.4142 1.8425
H 5.3559 -3.1603 0.3609
O 2.7886 6.3894 0.0662
O 4.6418 7.0273 -2.4285
H 1.8393 7.0301 -5.1251
O 1.1268 -5.5385 -0.3021
H -1.1021 1.9550 2.7844
H -5.0111 -5.7028 -1.5436
H -6.3707 1.2568 -1.5239
H -2.7822 -3.0724 8.6980
O 3.5727 -2.2720 -3.7104
O -1.8312 -2.4678 -2.7031
H -4.7093 1.5601 0.5060
O 1.5186 7.9180 -5.3199
H 4.7921 0.2879 -0.2723
H -5.6028 -4.4047 -2.0678
H -2.5260 -3.0779 -2.4369
O -2.4980 -0.8884 2.4698
H -1.7400 -2.5907 7.7051
O -3.7002 -2.1661 0.0445
C 2.7869 3.1192 -0.1368
H -0.4709 -0.3730 1.3221
H -4.7071 3.0573 0.2569
H -2.5844 -1.3703 6.2036
H 1.4657 -4.0850 -3.0069
O 3.2966 -4.0715 -1.5970
H -2.6558 -1.5218 1.7584
H 2.3380 7.2181 0.2590
H 0.6805 7.9729 -4.8523
H 3.8126 -1.3812 -3.4401
O -5.2789 2.2840 0.2192
H 0.1297 -0.7662 -0.3345
H 1.7088 -3.0389 -0.7393
H 3.1988 4.0415 -0.5399
H -4.4629 -2.2868 0.6204
C -0.6765 1.1903 -0.0678
H -0.8323 -1.5040 3.8472
O -4.8865 4.7344 -1.4834
H -5.0445 4.1129 -2.2044
C 1.3793 1.5203 -1.5043
H 1.8773 3.3749 0.4000
H -2.0623 4.9297 0.7978
O 2.2855 5.5801 -3.2870
H 3.9580 -4.2632 -0.9224
H -2.9490 4.4318 -0.6323
H -3.8513 -2.7992 -0.6659
O -2.5405 -1.7538 5.3206
H 3.7426 -6.4368 0.4677
H -3.2405 -0.9951 3.0761
H 0.2393 2.2820 3.4402
N -0.2960 3.1604 -0.8468
H -0.7012 -4.9263 5.2199
N 0.1962 1.8890 -0.8133
C 2.5449 2.1106 -1.2256
O 4.8847 -0.4307 0.3651
N -1.6762 1.9675 0.3713
O -0.5264 1.7039 3.5156
H -7.6159 0.5704 -2.0756
O 3.7573 -6.7793 -0.4344
H 4.0564 7.2913 -3.1481
N -2.1954 4.3000 0.0293
H 0.9362 -6.3252 0.2169
C -0.6286 -0.2570 0.2511
O -4.8664 -4.7515 -1.5529
H 3.4843 2.6632 0.5676
H 2.6062 -2.2558 -3.7822
H 3.7327 -4.2821 -2.4306
H -1.3103 -2.3235 -1.9028
O 4.8768 -3.7376 0.9670
Cl 1.2712 0.2941 -2.7211
H -1.6259 -0.6460 0.0502
H 2.3159 4.6207 -3.2224
H 3.7875 -7.7360 -0.3272
H 0.1909 -3.5035 -3.6029
Cl 3.9587 1.7220 -2.1455
H 5.3939 7.6244 -2.4983
H -2.5470 -2.7040 5.4794
H 2.3053 5.8884 -2.3702
O -1.1601 -4.6692 6.0258
H 0.1642 3.9061 -1.3503
H -5.6560 4.6258 -0.9128
O -6.8780 1.1304 -2.3328
*
```

## Properties
LUMO: -3.3 eV
Frontier orbital gap: 9.14 eV
HOMO: -12.395 eV

These are the Löwdin partial charges, in e, on atoms 1 to 4:
1. O -0.070
2. O -0.044
3. O -0.072
4. O -0.050

***

[4]
The following is a DFT calculation (ωB97M-V/def2-TZVPD) of a molecular structure, C6H5AsFeO6S5.

ORCA input file:
```
! wB97M-V def2-TZVPD RIJCOSX def2/J DEFGRID3
* xyz -2 5
O -0.8591 2.4879 -1.3594
C 1.7188 1.6061 1.2487
O 1.2628 -2.2184 -1.8779
C 3.5327 0.0377 0.9552
C 2.7049 -0.7281 0.1408
As -0.8467 1.6352 0.0196
C 1.3937 -0.3296 -0.0887
S -5.2405 -3.1461 -0.9573
O -1.9902 0.4967 0.3306
O -0.9856 2.5871 1.6007
S 0.3947 -1.3777 -1.0861
H 4.5399 -0.2964 1.1412
C 0.8708 0.8503 0.4433
S -5.5525 -1.8090 -2.1105
O -0.4487 -0.4394 -1.8546
S -4.0815 -0.4916 -2.4651
Fe -2.2708 -1.0754 -0.6699
H 1.3646 2.5278 1.7122
C 3.0207 1.1841 1.5186
O -0.4458 -2.1460 -0.1191
H -1.2734 3.4926 1.3892
S -3.5557 -3.0144 0.2118
H 3.6399 1.7985 2.1807
H 3.1071 -1.6320 -0.3040
*
```

## Properties
LUMO (spin up / spin down): 4.6 / 4.6 eV
Frontier orbital gap (spin up / spin down): 3.86 / 3.87 eV
HOMO (spin up / spin down): 0.746 / 0.737 eV

These are the Löwdin partial charges, in e, on atoms 1 to 4:
1. O -0.463
2. C -0.096
3. O -0.317
4. C -0.100

***

[5]
The following is a DFT calculation (ωB97M-V/def2-TZVPD) of 2 unconnected molecules or ions with the total composition C6H5BBrF2INO5.

ORCA input file:
```
! wB97M-V def2-TZVPD RIJCOSX def2/J DEFGRID3
* xyz -1 1
C 0.3909 1.4642 -1.7446
O -3.0587 -2.6547 1.8919
F -4.2180 -1.2313 0.3883
O -1.0067 -3.4909 2.2837
C 2.3218 0.5053 -0.6478
C 2.6248 1.8144 -1.3694
H 1.7619 1.6758 -3.2929
C -1.3531 -1.0900 1.9479
N 1.5670 2.0008 -2.3549
F -4.5344 -0.9516 2.6401
O -0.7223 1.7334 -2.1009
H 0.3596 -0.4183 -0.7547
O -2.4269 -0.3888 1.7032
H 2.8088 0.4096 0.3220
C 0.7882 0.5719 -0.5786
Br 2.8512 -1.0340 -1.7401
I 4.5624 2.1167 -2.1519
O -0.2289 -0.6664 2.0661
H 0.4049 0.9030 0.3951
H 2.5076 2.6015 -0.6116
B -3.6383 -1.2896 1.6412
C -1.7619 -2.5810 2.0680
*
```

## Properties
LUMO: 1.8 eV
Frontier orbital gap: 8.35 eV
HOMO: -6.529 eV

These are the Löwdin partial charges, in e, on atoms 1 to 4:
1. C -0.454
2. O 0.204
3. F 0.151
4. O 0.114

***

[6]
The following is a DFT calculation (ωB97M-V/def2-TZVPD) of a molecular structure, C6H5Br3O2.

ORCA input file:
```
! wB97M-V def2-TZVPD RIJCOSX def2/J DEFGRID3
* xyz 0 1
Br 2.3316 2.5660 -0.1794
C 0.1168 -0.1738 0.0371
Br 3.4779 -0.1168 0.9586
H -2.7613 -0.6745 0.2170
Br 3.0781 0.2392 -2.1777
H 0.3875 -0.9829 2.0643
C -2.1450 0.1699 -0.0734
O 0.2787 -1.0000 -2.1688
H -0.8027 -1.7176 0.9836
C 2.6498 0.7599 -0.4432
C -0.3332 -0.5903 -1.2600
C -0.9045 0.4239 0.8473
O -1.6643 -0.2809 -1.2843
H -0.6662 1.3052 1.3393
C -0.2666 -0.9370 1.2266
H -2.7766 1.0096 -0.0870
*
```

## Properties
LUMO (spin up / spin down): -0.8 / -0.8 eV
Frontier orbital gap (spin up / spin down): 7.60 / 8.24 eV
HOMO (spin up / spin down): -8.359 / -9.071 eV

These are the Löwdin partial charges, in e, on atoms 1 to 4:
1. Br 0.627
2. C -0.135
3. Br 0.639
4. H 0.132

***

[7]
The following is a DFT calculation (ωB97M-V/def2-TZVPD) of 2 unconnected molecules or ions with the total composition C6H5BrClNO2.

ORCA input file:
```
! wB97M-V def2-TZVPD RIJCOSX def2/J DEFGRID3
* xyz 0 1
H -2.9321 0.0683 1.4172
O 2.3783 1.4628 -0.8297
O 1.8366 -0.1715 -2.2043
C -1.2367 1.3327 0.9712
C -0.0772 1.4463 0.3068
C -2.0949 0.2250 0.8518
C 0.3565 0.4767 -0.5575
C -1.6369 -0.8192 0.0727
H 0.4825 2.3259 0.3043
N 1.6966 0.5758 -1.2971
Cl 2.5284 -1.6281 1.0732
H -2.3026 -1.6258 -0.0840
H -1.5276 2.2296 1.4074
C -0.4276 -0.6534 -0.6400
Br 0.2823 -2.2886 -1.3753
H 2.6743 -2.9566 0.5833
*
```

## Properties
LUMO: -0.3 eV
Frontier orbital gap: 9.20 eV
HOMO: -9.532 eV

These are the Löwdin partial charges, in e, on atoms 1 to 4:
1. H 0.083
2. O 0.074
3. O 0.016
4. C -0.057

***

[8]
The following is a DFT calculation (ωB97M-V/def2-TZVPD) of 3 unconnected molecules or ions with the total composition C6H5Cl2O3S.

ORCA input file:
```
! wB97M-V def2-TZVPD RIJCOSX def2/J DEFGRID3
* xyz -1 1
S -4.2598 0.7115 -0.2807
H 1.2926 0.8073 -1.7398
O -1.0356 1.2678 -0.2362
C 2.4982 0.1254 -0.0223
H 1.2373 2.1203 -0.4751
C 2.3165 -1.0565 0.6037
C 1.3522 0.9969 -0.5594
Cl -1.7213 -1.1709 1.2775
H 3.4900 0.4515 -0.2509
C -0.1366 -0.6785 0.6784
H 3.1659 -1.6724 0.7642
O -4.8410 1.6806 -1.1665
Cl -0.4023 -1.1083 -2.0957
O -4.7354 0.8243 1.0660
C 0.9711 -1.4619 1.0449
C -0.0955 0.4852 -0.2196
H 0.9037 -2.3224 1.6114
*
```

## Properties
LUMO: 2.4 eV
Frontier orbital gap: 6.84 eV
HOMO: -4.479 eV

These are the Löwdin partial charges, in e, on atoms 1 to 4:
1. S 0.846
2. H 0.111
3. O -0.078
4. C -0.100

***

[9]
The following is a DFT calculation (ωB97M-V/def2-TZVPD) of a molecular structure, C6H5Cl4MgO11.

ORCA input file:
```
! wB97M-V def2-TZVPD RIJCOSX def2/J DEFGRID3
* xyz -1 1
C -0.5826 0.3429 -2.1852
O -1.2053 2.2614 0.4450
H 1.3822 -1.1294 -2.5024
O -3.1183 -1.2164 1.9452
C -1.3257 -2.7506 1.8430
C 0.3892 1.5239 -2.1618
O 1.9942 -0.2527 0.6074
O 0.4375 2.2891 -3.0988
O -1.0625 -0.3901 1.5973
H 3.8442 0.3422 -0.5991
C 1.1240 -1.1511 -1.4451
H 1.1363 -2.1748 -1.0711
C 2.1359 -0.3670 -0.6079
Mg 0.1902 0.6745 0.6192
Cl -0.6803 2.8995 1.6893
O -0.2013 -0.6678 -1.2229
O 1.0877 1.5408 -1.0667
O -0.4141 4.2887 1.4761
Cl -2.0646 -3.6589 3.1900
Cl 0.4429 -2.7821 2.0544
O 3.3028 -0.1898 -1.2058
O -1.5687 2.6769 2.7884
Cl -1.7163 -3.5646 0.2891
H -0.6502 -0.0927 -3.1807
O 0.6136 2.1515 1.9096
H -1.5674 0.6864 -1.8704
C -1.9235 -1.2897 1.7638
*
```

## Properties
LUMO: 2.5 eV
Frontier orbital gap: 9.38 eV
HOMO: -6.917 eV

These are the Löwdin partial charges, in e, on atoms 1 to 4:
1. C -0.067
2. O -0.348
3. H 0.146
4. O 0.033

***

[10]
The following is a DFT calculation (ωB97M-V/def2-TZVPD) of C6H5F in the gas phase.

ORCA input file:
```
! wB97M-V def2-TZVPD RIJCOSX def2/J DEFGRID3
* xyz 0 1
C -1.2083 0.6811 0.1856
H 1.1751 -2.2557 -0.4977
C -0.2173 1.4552 -0.0883
H -0.2259 2.5623 -0.1252
C 1.0817 0.9804 -0.5919
C -2.0766 -0.2528 0.4255
C 1.6529 -1.4760 0.0427
F -3.0252 -0.5420 -0.4149
H 1.9940 -1.7383 1.0713
H 1.5236 1.7968 -1.1016
C 1.4415 -0.2110 -0.2081
H -2.1154 -0.9999 1.3026
*
```

## Properties
LUMO: 0.6 eV
Frontier orbital gap: 9.75 eV
HOMO: -9.106 eV

These are the Löwdin partial charges, in e, on atoms 1 to 4:
1. C -0.013
2. H 0.052
3. C -0.118
4. H 0.116